The following is a quantum chemistry calculation of a single C21H21FN2O7S molecule in a non-equilibrium geometry, from OMol25.

Output
**HOMO-LUMO gap**: 8.8 eV
**ΔE to the lowest compared entry with this formula, charge and spin**: 95.9 kJ/mol
**LUMO energy**: -0.0007 Eh
**SMILES**: CCN(CC)S(=O)(=O)c1cc(C(=O)OCC(=O)c2ccc3c(c2)NC(=O)CO3)ccc1F
**Multiplicity**: 1

Geometry as XYZ:
```
53
Properties=species:S:1:pos:R:3:forces:R:3
C -1.436827 4.268598 3.056916 0.23 -0.17 -0.11
C -0.208326 3.447825 2.676255 -0.03 0.23 0.55
N -0.528730 2.420282 1.711677 -0.07 -1.11 0.36
C -0.669285 2.742072 0.312121 0.13 -0.04 -0.66
C 0.668964 2.844427 -0.417879 -0.23 0.09 0.09
S -0.516588 0.844862 2.136349 0.33 0.05 -0.09
O -1.480298 0.143333 1.338528 0.11 0.11 -0.16
O -0.583893 0.746996 3.561103 0.15 0.25 0.13
C 1.084762 0.147399 1.633892 -0.63 0.39 0.25
C 1.059785 -1.078609 1.003070 0.16 -0.18 -0.09
C 2.242508 -1.678592 0.580815 -0.10 0.14 0.07
C 2.182889 -2.963092 -0.167208 0.34 0.27 -0.12
O 2.936500 -3.271185 -1.056602 0.00 -0.03 0.08
O 1.153769 -3.702753 0.246880 -0.22 -0.14 0.30
C 0.789321 -4.851213 -0.505492 0.05 -0.53 -0.33
C -0.677845 -4.737227 -0.935874 0.44 0.01 0.21
O -1.392850 -5.707045 -0.964002 0.03 -0.01 0.02
C -1.134730 -3.365610 -1.244490 -0.46 0.46 -0.15
C -2.394856 -2.962641 -0.802192 0.25 -0.15 -0.05
C -2.838210 -1.673067 -1.014477 0.15 0.27 -0.22
C -2.038082 -0.765776 -1.696184 0.14 -0.63 -0.06
C -0.771239 -1.164795 -2.144455 -0.40 0.02 0.13
C -0.325498 -2.454576 -1.921892 -0.34 -0.06 0.07
N 0.043646 -0.217122 -2.768911 0.35 -0.23 0.06
C -0.394014 1.008515 -3.141151 -0.17 0.09 0.09
O 0.331584 1.855597 -3.608442 -0.05 0.18 -0.17
C -1.896644 1.202148 -2.973837 -0.05 0.28 -0.46
O -2.485277 0.498501 -1.898552 0.09 0.00 0.35
C 3.459944 -1.038278 0.795791 -0.22 -0.10 -0.06
C 3.496257 0.175858 1.456489 -0.19 0.13 0.10
C 2.305537 0.753147 1.873011 0.21 -0.05 -0.06
F 2.349869 1.940845 2.495769 -0.02 -0.11 -0.04
H -1.169636 4.994221 3.820314 -0.01 0.12 0.07
H -2.207036 3.610389 3.449028 -0.09 -0.03 0.06
H -1.835541 4.800597 2.196601 -0.08 0.09 -0.06
H 0.581659 4.094915 2.282260 0.02 -0.11 0.01
H 0.168448 2.933013 3.559680 0.11 0.25 -0.02
H -1.212068 3.686957 0.227002 -0.07 -0.10 0.06
H -1.284259 1.949847 -0.118513 -0.08 0.23 -0.17
H 1.320484 3.560026 0.078453 0.12 0.07 0.03
H 0.516101 3.172823 -1.442373 0.04 0.02 -0.10
H 1.170423 1.878816 -0.440723 0.06 -0.05 -0.06
H 0.101027 -1.540263 0.829697 -0.06 -0.13 -0.07
H 1.441109 -4.944535 -1.384025 -0.12 -0.01 0.14
H 0.907696 -5.740128 0.120304 -0.05 0.16 -0.11
H -3.012655 -3.673484 -0.276748 -0.07 -0.07 0.06
H -3.797104 -1.342634 -0.652745 -0.15 0.05 0.05
H 0.643368 -2.742436 -2.302305 0.18 -0.04 -0.01
H 1.016860 -0.445542 -2.927801 -0.08 0.17 0.00
H -2.368895 0.896369 -3.922532 0.08 0.07 0.14
H -2.109224 2.260536 -2.810021 0.13 -0.16 -0.06
H 4.369667 -1.502869 0.447808 0.09 -0.02 -0.04
H 4.427431 0.684562 1.649613 0.06 0.07 0.03
```
Forces are in eV/Å.